Entry 1:
Here is a molecular structure, C8H20F24K5O4P4 in a non-equilibrium geometry from OMol25. Energies are from wB97M-V/def2-TZVPD.

## Properties
* HOMO-LUMO gap (alpha / beta): 8.153 / 2.538 eV
* LUMO level (alpha / beta): -6.05 / -11.67 eV
* total energy: -200821.5640 eV
* 2S+1: 2
* HOMO energy (alpha / beta): -14.20 / -14.20 eV
* total charge: +2

Atoms and positions in Å:
F 1.40 3.86 -3.13
F 3.28 3.32 -4.13
H -4.43 6.04 -0.80
K -3.20 0.23 2.59
K 3.71 0.19 -0.98
H -3.70 2.48 -3.73
O -2.83 5.13 -1.93
F -2.10 -1.62 5.26
H -1.20 0.92 -3.30
F 1.02 -1.01 0.04
F 6.21 3.68 1.17
F 4.25 2.85 -1.99
F -0.25 1.54 1.67
F 0.06 -2.16 4.77
H 1.29 -6.18 -0.10
F -0.37 -4.07 3.84
C -3.68 4.29 -2.76
F -2.63 -3.78 4.16
C -1.37 1.70 -4.05
F 1.09 -0.25 2.22
C -3.44 6.21 -1.22
H -2.56 -8.02 -0.62
K 1.99 -2.81 2.89
H -2.44 -4.57 0.46
H -1.45 -5.27 1.67
H 1.80 -4.74 -0.91
F -1.03 -0.58 0.97
H -0.35 1.91 -4.40
C -2.54 -7.14 0.02
H -3.46 -6.67 -0.32
K -0.42 3.58 -0.83
F 2.32 1.87 -2.57
P 2.80 3.38 -2.52
O 0.88 -4.33 0.76
H -2.63 -7.42 1.07
F -0.04 0.90 -0.70
F 1.74 1.18 0.83
C -1.49 -5.09 0.60
F 3.32 4.91 -2.46
F 2.24 3.51 -0.97
F -1.38 -2.28 2.96
O -1.72 2.93 -3.46
F -1.21 -3.55 5.92
P 0.36 0.33 0.83
F 4.71 1.35 2.76
F 6.32 1.39 1.05
H -3.79 4.79 -3.72
H -1.96 1.44 -4.94
C -0.41 -4.05 0.16
K 2.07 2.02 3.78
H -2.72 6.49 -0.46
H -3.38 7.09 -1.86
F 4.95 3.78 2.83
P -1.32 -2.89 4.51
F 4.33 2.57 1.07
C -3.04 2.95 -2.99
F 6.69 2.47 3.13
H -0.70 -3.12 0.66
O -1.38 -6.33 -0.10
H -3.17 2.26 -2.16
H -4.65 4.23 -2.25
P 5.57 2.49 1.99
H 2.69 -5.34 0.53
H -0.32 -3.80 -0.90
C 1.71 -5.19 0.08

=====

Entry 2:
Here is 2 unconnected molecules or ions with the total composition C7H12N2O in a non-equilibrium geometry from OMol25. Energies are from wB97M-V/def2-TZVPD.

## Properties
* HOMO-LUMO gap (alpha / beta): 7.454 / 5.927 eV
* LUMO level (alpha / beta): 0.93 / -3.08 eV
* total energy: -12475.2535 eV
* energy above the lowest of the compared OMol25 structures with the same formula, charge and spin: 0.0 kJ/mol
* 2S+1: 3
* HOMO energy (alpha / beta): -6.52 / -9.00 eV
* total charge: 0

Atoms and positions in Å:
H 3.21 0.35 -1.23
C -2.60 0.66 -0.92
H 1.71 -1.74 -0.94
C -2.33 -0.51 -0.14
C 1.30 -1.37 0.00
H 0.87 -1.74 2.01
N -2.17 -0.57 1.10
H -1.18 0.74 2.29
H 0.90 0.01 -2.11
H -2.83 0.39 2.78
C -2.19 0.59 1.92
H -2.52 1.51 1.41
N -2.85 1.60 -1.53
H 1.68 -3.10 1.08
C 1.29 -2.10 1.09
H -2.27 -1.43 -0.71
H 2.65 1.79 -2.09
C 2.49 1.17 -1.21
C 1.06 0.63 -1.22
H 2.66 1.77 -0.32
H 0.34 1.46 -1.23
O 0.77 -0.11 -0.05

=====

Entry 3:
Here is 2 unconnected molecules or ions with the total composition C4H13N3S from OMol25. Energies are from wB97M-V/def2-TZVPD.

## Properties
* HOMO-LUMO gap: 9.382 eV
* LUMO level: 0.69 eV
* total energy: -19663.4373 eV
* energy above the lowest of the compared OMol25 structures with the same formula, charge and spin: 133.6 kJ/mol
* HOMO energy: -8.69 eV
* total charge: 0
* SMILES: C/N=C\N.NCCS

Atoms and positions in Å:
H -0.19 2.81 -0.99
S -1.40 -1.70 -2.12
H 2.87 0.21 2.13
H 0.24 1.63 3.92
H -0.37 0.14 4.07
C -0.13 -0.40 -1.91
H -0.70 -2.47 -2.97
N 0.34 0.68 3.58
N 0.19 1.90 -1.24
H 0.30 -0.19 -2.88
H 0.91 1.65 -0.59
C 2.10 -0.50 1.84
N 0.96 0.25 1.31
H -0.75 1.23 1.85
C 0.15 0.69 2.16
H -1.61 1.10 -2.04
H 2.47 -1.16 1.06
H 1.87 -1.09 2.72
H 0.64 -0.76 -1.24
H -1.28 0.62 -0.40
C -0.80 0.84 -1.36

=====

Entry 4:
Here is 2 unconnected molecules or ions with the total composition C2H2Cl3O2P in a non-equilibrium geometry from OMol25. Energies are from wB97M-V/def2-TZVPD.

## Properties
* HOMO-LUMO gap: 9.413 eV
* LUMO level: -0.59 eV
* total energy: -53057.4501 eV
* energy above the lowest of the compared OMol25 structures with the same formula, charge and spin: 198.9 kJ/mol
* HOMO energy: -10.00 eV
* total charge: 0

Atoms and positions in Å:
Cl -1.36 1.99 0.69
Cl 2.42 -1.73 0.96
H -1.06 -0.94 0.95
O -1.78 0.95 -1.72
H -0.65 -1.54 -0.65
C -1.40 0.90 -0.61
C -0.40 -0.88 0.16
O 1.50 0.86 1.35
P 1.22 -0.18 0.39
Cl 1.52 0.57 -1.52

=====

Entry 5:
Here is a molecular structure, C32H40EuN5OP2 in a non-equilibrium geometry from OMol25. Energies are from wB97M-V/def2-TZVPD.

## Properties
* HOMO-LUMO gap (alpha / beta): 3.741 / 6.574 eV
* LUMO level (alpha / beta): -0.83 / -0.81 eV
* total energy: -81228.3659 eV
* energy above the lowest of the compared OMol25 structures with the same formula, charge and spin: 122.8 kJ/mol
* 2S+1: 9
* HOMO energy (alpha / beta): -4.57 / -7.39 eV
* total charge: 0

Atoms and positions in Å:
N 2.25 -7.06 -0.11
H 4.47 -7.87 -1.71
H 2.55 -0.07 4.76
C 1.73 -2.89 3.01
C 4.29 -6.78 -1.64
H 3.85 1.07 1.16
H 1.07 -0.34 3.86
C -2.00 1.39 0.60
H 6.96 -3.99 2.14
H 5.10 -3.58 -5.34
H 0.41 -9.18 -5.16
N 1.93 -7.80 -2.58
H 0.28 -6.26 0.19
H -2.12 -0.76 -0.10
H 4.71 -6.43 -0.68
C 2.23 -8.58 1.58
C 5.07 -6.14 -2.81
C 6.06 -3.83 0.12
H 5.36 -2.99 0.14
C 7.85 -4.13 -3.65
H -0.33 3.70 -1.36
C 7.24 -5.53 -0.79
H 2.40 -10.70 -4.10
P 2.49 -6.31 -1.67
C -0.68 2.75 -0.96
H 4.00 -1.77 1.61
N -0.71 0.45 -1.07
H 1.42 -3.82 1.14
C 0.98 -7.87 1.60
C 7.30 -3.68 -5.82
Eu 0.78 -2.41 -2.38
H 0.02 1.50 -2.70
H 0.16 -8.02 2.28
H -1.34 3.40 1.01
H 1.22 -3.72 3.55
H -2.73 1.30 1.42
C 2.98 -8.08 0.52
C 3.42 -1.08 0.99
H 3.97 -8.38 0.20
C 2.03 -1.70 0.76
H 7.64 -6.18 -1.56
O 0.19 -0.55 -1.34
H 2.11 1.54 2.87
C -1.58 -2.64 -2.20
H 2.15 -2.14 -0.27
C 1.02 -6.96 0.55
C -1.71 0.27 -0.16
C 2.52 -9.06 -2.63
H 8.32 -6.11 1.06
H 9.43 -3.99 -5.20
H -2.12 -2.92 -3.14
H 3.24 -9.39 -1.89
H 2.56 -9.37 2.24
H 1.24 -0.92 0.68
H 6.08 -6.58 -2.87
H -2.03 -3.25 -1.40
P 5.17 -4.32 -2.54
C 6.14 -3.72 -5.07
H 3.95 -1.02 0.04
C 0.97 -7.75 -3.59
C 2.51 0.51 2.68
C 2.52 -1.94 3.83
C 7.60 -5.46 0.54
C 3.25 0.27 1.59
C 1.02 -8.94 -4.31
C -1.35 2.59 0.27
H 8.34 -4.35 -2.70
C 8.39 -3.94 -4.93
H 0.35 -6.87 -3.69
N 6.29 -4.54 -1.07
C 6.88 -4.37 1.12
H -1.85 -1.58 -1.97
H 3.60 -2.01 3.69
C -0.48 1.60 -1.73
C 2.04 -9.75 -3.73
H 2.39 -2.19 4.90
C 2.15 -0.45 3.79
H 4.59 -6.33 -3.78
H 7.37 -3.49 -6.88
C 1.66 -2.86 1.66
N 6.46 -3.97 -3.72

=====

Entry 6:
Here is 10 unconnected molecules or ions with the total composition H21O10 in a non-equilibrium geometry from OMol25. Energies are from wB97M-V/def2-TZVPD.

## Properties
* HOMO-LUMO gap (alpha / beta): 2.957 / 10.547 eV
* LUMO level (alpha / beta): 0.02 / -0.10 eV
* total energy: -20811.1254 eV
* energy above the lowest of the compared OMol25 structures with the same formula, charge and spin: 96.0 kJ/mol
* 2S+1: 2
* HOMO energy (alpha / beta): -2.93 / -10.65 eV
* total charge: 0

Atoms and positions in Å:
H -0.49 0.87 -4.17
H -3.03 0.82 -1.48
O -1.16 3.35 0.36
H 1.66 -1.25 -2.25
H -1.81 -3.63 -0.67
O -3.43 0.03 -1.13
H 3.87 -1.26 -0.19
O -1.70 -2.70 -0.46
H 0.99 0.91 1.72
H 1.89 -2.30 1.17
H 2.24 -0.07 -1.73
H -1.20 3.62 -0.55
H 0.95 -0.66 2.63
H -1.91 -0.19 1.03
O -0.84 1.11 -3.19
H -0.07 0.53 -3.05
O 1.50 -2.46 2.05
H -2.77 0.74 2.01
O 1.60 0.06 2.60
H 2.51 0.02 2.91
O -1.88 0.44 1.77
H -0.65 1.22 1.49
H 0.60 2.41 0.89
O 1.66 -0.29 -2.52
H 1.70 -3.43 2.07
H -1.77 -2.27 -1.31
H -3.68 -0.55 -1.84
O 0.28 1.64 1.39
O 3.26 -0.62 -0.57
H -1.81 3.77 0.91
H 3.52 0.13 0.09

=====

Entry 7:
Here is 5 unconnected molecules or ions with the total composition C23H46IN2O14S from OMol25. Energies are from wB97M-V/def2-TZVPD.

## Properties
* HOMO-LUMO gap: 6.095 eV
* LUMO level: 1.63 eV
* total energy: -75179.4197 eV
* HOMO energy: -4.47 eV
* total charge: -1

Atoms and positions in Å:
C 1.56 -5.01 5.88
C 1.24 -1.83 2.50
C 2.06 0.96 -3.40
H -5.64 -5.67 5.99
C -0.31 -3.14 3.95
O 1.93 6.33 -7.09
O -3.05 4.72 -4.17
C -1.90 -5.89 3.83
C -0.50 4.06 -3.77
H 1.93 -3.58 -1.71
H 0.29 -3.01 -1.30
H 3.31 -5.37 4.62
H -5.91 -4.72 4.54
O 1.92 -0.94 -1.60
C 1.54 -1.19 -2.71
H -0.38 1.44 -0.53
C -2.95 -3.74 4.91
C -5.13 -5.15 5.17
H 0.81 -2.43 1.70
H 5.64 6.30 -8.05
H 2.02 1.57 -4.30
H -4.29 4.82 -7.65
C 0.94 -3.34 -2.11
H 1.89 -3.97 5.95
H 1.26 -5.32 6.88
N 0.49 -5.17 4.94
O 0.50 5.47 -1.17
H -0.79 -0.41 2.68
H 1.44 1.41 -2.62
O 0.05 3.40 -0.78
H -0.55 5.03 -3.29
H 2.04 6.65 -0.41
C 3.20 5.95 -7.15
C 1.12 -2.59 3.83
C -1.84 -4.81 4.99
H 1.09 4.72 -8.10
H -0.61 -3.51 2.97
O -2.52 -6.94 4.09
H -4.77 4.13 -6.08
H 0.78 -5.40 3.99
H 1.32 -1.88 4.63
H 2.36 -6.80 5.01
H 1.02 1.99 0.42
I -3.59 -3.21 2.89
C -1.94 -5.54 6.33
H 3.41 -6.13 6.25
C 0.51 4.52 -0.23
H 1.86 -3.39 3.81
C 2.75 -5.86 5.43
C 0.02 2.25 0.08
H -0.64 2.41 0.93
O -1.32 -5.59 2.77
H 3.09 0.89 -3.06
C 5.37 6.78 -7.12
O 0.88 4.67 0.90
H -1.14 -6.28 6.39
O -2.74 4.49 -6.39
H 0.55 3.78 -3.88
H -2.87 -6.09 6.41
H -4.31 5.84 -6.19
H -3.99 -4.20 6.76
C -4.11 4.84 -6.58
H 0.39 7.14 0.07
H 0.94 7.40 -1.60
C 0.99 5.24 -7.16
H 2.29 -1.64 2.26
H 5.86 7.74 -7.04
O 1.03 -2.34 -3.13
H 1.13 4.56 -6.33
O -1.07 4.12 -5.08
H -4.58 -5.86 4.55
H 0.51 -4.22 -2.58
O 1.55 -0.33 -3.74
S 0.51 -0.17 2.50
H -0.94 -2.27 4.17
H -4.81 -3.10 5.68
C -4.23 -4.03 5.71
H 5.67 6.15 -6.28
C 1.00 6.74 -0.74
O 3.61 4.82 -7.25
N -0.49 -4.16 4.99
H -1.00 3.32 -3.16
H 0.00 5.69 -7.09
O 3.97 7.04 -7.07
H -1.86 -4.82 7.15
H -2.56 -2.79 5.28
C -2.35 4.46 -5.11

=====

Entry 8:
Here is 2 unconnected molecules or ions with the total composition C3H7ClN2 in a non-equilibrium geometry from OMol25. Energies are from wB97M-V/def2-TZVPD.

## Properties
* HOMO-LUMO gap (alpha / beta): 8.200 / 7.650 eV
* LUMO level (alpha / beta): -0.03 / -0.07 eV
* total energy: -18721.7578 eV
* energy above the lowest of the compared OMol25 structures with the same formula, charge and spin: 537.9 kJ/mol
* HOMO energy (alpha / beta): -8.23 / -7.72 eV
* total charge: 0

Atoms and positions in Å:
H 1.52 -0.85 1.35
H -1.78 2.33 0.53
Cl 2.01 1.28 -0.26
H -0.69 -1.28 -1.31
H 2.38 -2.14 0.26
C -0.64 -0.63 -0.51
C -1.50 1.35 0.42
H -1.39 1.03 -1.69
N 2.05 -1.13 0.51
H -0.83 -1.04 0.53
H -1.49 0.84 1.40
N 1.63 -0.41 -0.54
C -1.28 0.65 -0.69

=====

Entry 9:
Here is 3 unconnected molecules or ions with the total composition C41H51BrFIO2 in a non-equilibrium geometry from OMol25. Energies are from wB97M-V/def2-TZVPD.

## Properties
* HOMO-LUMO gap: 7.541 eV
* LUMO level: -1.38 eV
* total energy: -128288.6406 eV
* HOMO energy: -8.92 eV
* total charge: 0
* SMILES: C=CCC1=CC(=O)c2c(C[C@@H](C)F)c(Br)c(CCCCCCCCCCCCC)c(I)c2C1=O.c1ccccc1.c1ccccc1

Atoms and positions in Å:
C -0.66 5.98 0.07
H -1.09 7.03 -0.09
H 2.92 -1.29 -3.52
H 1.25 -7.17 9.37
H 2.34 4.53 1.59
C -0.76 1.19 -3.72
C 0.77 5.95 0.77
C -8.69 2.39 -6.03
C 1.88 0.72 -3.07
C -0.60 5.08 -1.26
C -0.63 2.64 -3.14
H 3.15 -2.83 -0.76
H -5.60 0.31 -3.16
C -6.92 3.48 -7.89
H 2.76 -5.24 9.70
H 5.30 -2.58 2.07
C 0.38 -3.97 2.70
H -4.90 1.96 -3.81
H 2.61 0.11 1.48
H 1.93 -1.60 2.61
H 4.08 0.16 -3.50
C -1.86 4.63 -1.78
C 3.43 -0.62 -1.43
H 1.98 0.86 3.84
H -10.14 2.42 -7.62
C -9.12 2.65 -7.33
C 5.16 -2.14 -0.12
H 3.00 -2.08 4.11
H 1.12 -3.53 1.94
H 0.48 -7.77 7.10
C 2.00 2.19 -2.52
H 3.70 1.50 2.06
H -7.04 2.49 -4.64
C -1.86 3.68 -3.09
H -2.13 -0.22 -4.91
H 0.03 -4.98 2.26
H -1.31 -1.03 4.02
H 4.32 -2.54 -2.24
F -3.24 -0.95 -2.88
C -7.38 2.68 -5.66
C 4.66 -1.91 1.39
C -3.29 0.49 -3.16
C -4.76 0.82 -3.76
Br 0.29 -1.58 -4.45
O 1.75 5.42 -2.12
H 2.74 -4.51 5.47
H 5.47 0.22 1.20
H 4.30 0.04 -1.04
C 0.83 -1.46 4.54
H 3.62 0.29 4.53
H 0.98 -4.17 3.67
C -2.18 0.75 -4.29
H -3.12 1.08 -2.19
H 1.52 6.81 0.67
C 2.22 -1.35 3.70
H -8.57 3.40 -9.27
C 1.56 -6.18 6.15
H 5.73 -3.15 -0.12
H 0.84 -2.47 5.07
H -1.39 5.45 0.79
C 2.41 -5.09 6.33
H -4.78 0.34 -4.80
C 0.75 3.13 -2.56
I 3.92 2.90 -1.71
H -1.58 -3.43 3.65
C 1.23 4.82 1.53
H 5.95 -1.34 -0.36
H 3.60 -2.33 1.46
H -2.84 4.91 -1.28
H 1.23 -6.44 5.15
H 2.48 -0.49 -0.79
C 1.58 -6.59 8.52
C 3.95 -2.15 -1.21
H -6.24 3.90 -8.61
C 2.85 0.13 3.70
C 4.83 -0.41 1.94
O -2.73 3.78 -3.98
H -0.15 -0.80 2.58
C -0.83 -2.93 2.95
H -5.47 3.44 -6.30
C 2.84 -4.75 7.61
H -9.37 1.97 -5.30
C 1.14 -6.92 7.24
C -0.38 -1.47 3.48
H 0.73 -0.62 5.33
H 5.42 -0.45 2.93
C 3.15 -0.29 -3.00
C -8.23 3.19 -8.26
C 0.77 4.64 -1.98
C 2.42 -5.50 8.70
H 3.50 -3.90 7.75
C -6.49 3.22 -6.59
H 0.50 4.12 2.09
H -1.35 -2.80 1.93
C 0.51 0.26 -3.68
H -2.64 1.53 -5.01
C 3.46 0.38 2.22

=====

Entry 10:
Here is C4H6O in the gas phase in a non-equilibrium geometry from OMol25. Energies are from wB97M-V/def2-TZVPD.

## Properties
* HOMO-LUMO gap: 11.009 eV
* LUMO level: 0.91 eV
* total energy: -6290.3589 eV
* energy above the lowest of the compared OMol25 structures with the same formula, charge and spin: 150.4 kJ/mol
* HOMO energy: -10.10 eV
* total charge: 0
* SMILES: C#C[C@H](C)O

Atoms and positions in Å:
C 0.19 -0.35 0.42
H 0.59 1.73 0.44
C -1.26 -0.36 0.08
H 1.98 0.74 -0.05
H 1.73 -1.38 -0.23
C -2.42 -0.19 -0.12
H 0.68 1.05 -1.21
H 0.35 -0.49 1.46
O 0.74 -1.50 -0.23
C 0.90 0.89 -0.16
H -3.47 -0.14 -0.40

=====

Entry 11:
Here is 3 unconnected molecules or ions with the total composition C22H29N4O6 in a non-equilibrium geometry from OMol25. Energies are from wB97M-V/def2-TZVPD.

## Properties
* HOMO-LUMO gap: 6.200 eV
* LUMO level: -4.34 eV
* total energy: -41511.5035 eV
* energy above the lowest of the compared OMol25 structures with the same formula, charge and spin: 1329.7 kJ/mol
* HOMO energy: -10.54 eV
* total charge: +1

Atoms and positions in Å:
H -1.09 3.18 -1.91
N -2.63 5.28 -0.75
H 4.69 4.73 -2.88
C -2.33 1.84 -0.49
C -2.08 -3.31 -0.34
C -0.42 -5.55 -0.11
C 1.58 -6.97 2.65
H -2.72 -2.44 -0.42
H -3.25 -4.52 -1.68
H 0.22 -6.42 -0.02
N -5.28 3.27 -2.27
C 4.32 -7.37 2.29
O 1.51 5.71 0.12
C -3.82 6.25 -0.55
H -0.60 5.64 -1.42
C -0.12 -4.39 0.60
O -1.80 0.46 -0.49
H 4.59 -5.91 3.86
H 0.52 -6.81 2.80
C -1.54 -5.59 -0.94
H -1.10 6.54 0.23
H -1.77 -6.50 -1.49
H -3.81 7.33 -0.07
H -2.66 2.33 -2.75
H -6.15 2.82 -1.89
C -4.57 4.27 -1.62
C 3.40 -8.07 1.51
O -2.90 2.31 0.65
H 5.39 -7.53 2.15
H 3.55 6.29 -0.13
C 2.91 5.28 -0.07
C -2.37 -4.48 -1.05
C 2.50 -6.26 3.43
H 1.31 1.81 0.01
C 0.84 0.89 -0.53
H 0.54 1.11 -1.67
C -0.95 -3.27 0.49
H 3.35 4.68 0.83
O -0.41 -0.06 1.53
H 1.60 -0.03 -0.53
H 1.29 3.71 1.10
N -3.05 4.11 -1.39
C 2.04 -7.88 1.70
C -0.52 0.37 0.25
C 3.87 -6.46 3.25
H 0.65 5.24 2.03
O -0.61 4.46 0.48
O 4.08 5.34 -2.36
H 3.82 3.51 -1.28
H -4.91 2.94 -3.21
H 2.21 4.29 -2.12
C 0.75 4.76 0.95
C 3.19 4.50 -1.50
H 3.75 -8.78 0.76
C -1.16 5.53 -0.37
N -5.11 5.61 -1.11
H 1.32 -8.43 1.09
H -0.72 -2.36 1.04
H 0.75 -4.35 1.25
H 2.15 -5.55 4.17
C -2.24 2.88 -1.80